1.
This record from the Open Molecules 2025 dataset describes a 8-piece molecular cluster, C22H57O24S7 overall in a non-equilibrium geometry. The level of theory is ωB97M-V with the def2-TZVPD basis set.

Gap between HOMO and LUMO: 8.332 eV
Energy relative to the best compared isomer or geometry (same formula, charge and spin): 2.6881 eV
Total charge: -1
Largest force on an atom: 3.310 eV/Å
Multiplicity: 1
E: -5465.48914 hartree

Last column: Löwdin charge in e.
Positions of all 110 atoms, in Å:
O1 0.6552 -19.2433 21.6822  0.003
C1 -0.6981 -19.3475 22.1024  -0.783
O2 -1.4994 -19.8024 21.2429  -0.052
O3 -0.9995 -18.9691 23.2600  -0.049
H1 0.1793 -19.3949 20.8114  0.058
O4 -1.7091 -14.1773 22.0306  -0.277
S1 -2.9108 -14.6900 22.6030  0.606
O5 -3.0553 -14.8377 24.0315  -0.295
O6 -4.1186 -13.7243 22.1006  -0.283
C2 -5.4497 -14.0315 22.5869  -0.259
C3 -6.3111 -14.2652 21.3516  -0.067
C4 -3.4233 -16.2571 21.8388  -0.085
H2 -5.7777 -13.1173 23.0842  0.119
H3 -5.3746 -14.8219 23.3318  0.106
H4 -6.1350 -13.4591 20.6429  0.080
H5 -7.3641 -14.3489 21.6250  0.079
H6 -6.0737 -15.2030 20.8466  0.070
H7 -3.2545 -16.1603 20.7701  0.077
H8 -4.4438 -16.4769 22.1372  0.056
H9 -2.7687 -17.0230 22.2632  0.058
O7 4.1224 -15.8621 23.2630  -0.294
S2 2.7823 -15.9802 23.7933  0.605
O8 2.4283 -17.0374 24.7111  -0.275
O9 2.2764 -14.5801 24.4072  -0.251
C5 2.7729 -13.3785 23.8056  -0.266
C6 4.0342 -12.9434 24.5540  -0.076
C7 1.6695 -16.1635 22.3906  -0.084
H10 2.0342 -12.5835 23.8774  0.121
H11 3.0300 -13.4546 22.7479  0.111
H12 4.6111 -13.8076 24.8822  0.070
H13 3.7874 -12.3818 25.4561  0.073
H14 4.7361 -12.3592 23.9569  0.076
H15 2.0869 -17.0527 21.9222  0.041
H16 1.6555 -15.2392 21.8247  0.071
H17 0.7289 -16.4329 22.8679  0.070
O10 1.7576 -18.3050 28.3781  -0.306
S3 0.7537 -19.2063 27.8629  0.626
O11 1.0368 -20.5890 27.6665  -0.273
O12 -0.5418 -19.0891 28.8717  -0.281
C8 -1.0185 -17.7768 29.1910  -0.292
C9 -2.0903 -17.9204 30.2453  -0.069
C10 0.0625 -18.4593 26.3302  -0.095
H18 -1.5211 -17.3822 28.2976  0.108
H19 -0.2173 -17.0569 29.3590  0.120
H20 -2.8731 -18.6223 29.9535  0.062
H21 -2.6315 -16.9790 30.3496  0.082
H22 -1.6957 -18.3158 31.1812  0.081
H23 -0.9106 -18.9571 26.3425  0.049
H24 0.6035 -18.7520 25.4373  0.055
H25 -0.1201 -17.4029 26.4937  0.068
O13 -5.1084 -22.2594 18.5443  -0.276
S4 -5.2062 -22.8784 19.8303  0.613
O14 -6.4657 -23.1891 20.4117  -0.281
O15 -4.3726 -24.2949 19.7752  -0.265
C11 -4.4222 -25.1501 20.9261  -0.287
C12 -3.7695 -26.4843 20.5636  -0.066
C13 -4.1913 -21.9507 21.0017  -0.112
H26 -5.4421 -25.2991 21.2802  0.113
H27 -3.8357 -24.6878 21.7219  0.109
H28 -3.9160 -27.1072 21.4459  0.077
H29 -2.7023 -26.2755 20.4729  0.077
H30 -4.1144 -26.9149 19.6287  0.078
H31 -4.6712 -21.0178 21.2725  0.048
H32 -3.2004 -21.7914 20.5832  0.073
H33 -4.1433 -22.5674 21.8980  0.059
O16 -6.2737 -20.5790 23.4368  -0.299
S5 -5.4205 -19.7464 24.2485  0.612
O17 -5.7938 -18.3838 24.5404  -0.299
O18 -5.1726 -20.5836 25.6065  -0.239
C14 -4.6942 -19.8557 26.7392  -0.279
C15 -3.5508 -20.6401 27.3661  -0.059
C16 -3.8200 -19.7795 23.4117  -0.130
H34 -5.4883 -19.8074 27.4893  0.119
H35 -4.4144 -18.8076 26.6277  0.116
H36 -2.7429 -20.8839 26.6749  0.083
H37 -3.9329 -21.5592 27.8110  0.080
H38 -3.0687 -20.0752 28.1648  0.053
H39 -3.9374 -19.3391 22.4292  0.060
H40 -3.4178 -20.7842 23.4524  0.075
H41 -3.2262 -19.1258 24.0495  0.054
O19 3.8856 -18.4275 19.9326  -0.285
S6 4.4670 -19.5585 20.6080  0.597
O20 4.0699 -20.8932 20.2747  -0.276
O21 6.0634 -19.3559 20.4132  -0.287
C17 6.9105 -20.4805 20.7775  -0.254
C18 8.1898 -19.8396 21.3211  -0.069
C19 4.3780 -19.2423 22.3958  -0.079
H42 7.1482 -20.9366 19.8169  0.118
H43 6.4339 -21.1747 21.4648  0.113
H44 8.9841 -20.5886 21.3293  0.074
H45 8.0468 -19.4533 22.3285  0.075
H46 8.4957 -19.0497 20.6384  0.079
H47 4.5014 -20.2274 22.8368  0.070
H48 3.3447 -18.8985 22.4384  0.044
H49 5.1212 -18.4821 22.5956  0.068
O22 3.4095 -17.3929 16.1410  -0.276
S7 2.2395 -17.0736 15.3782  0.622
O23 1.8043 -17.9250 14.2919  -0.296
O24 1.0330 -16.8498 16.4454  -0.274
C20 0.6064 -18.0281 17.1306  -0.263
C21 0.5786 -17.8012 18.6517  -0.045
C22 2.2993 -15.3312 14.8079  -0.095
H50 1.2453 -18.9098 17.0281  0.119
H51 -0.3713 -18.2924 16.7281  0.123
H52 -0.3071 -17.1879 18.8337  0.080
H53 1.4247 -17.3039 19.1220  0.075
H54 0.5054 -18.7767 19.1219  0.062
H55 1.8667 -15.2820 13.8137  0.060
H56 3.3713 -15.1602 14.7185  0.059
H57 1.8346 -14.7033 15.5582  0.063

2.
This record from the Open Molecules 2025 dataset describes a 3-piece molecular cluster, C22H58F2N7O7P3S overall in a non-equilibrium geometry. The level of theory is ωB97M-V with the def2-TZVPD basis set.

Gap between HOMO and LUMO: 8.682 eV
SMILES: CCOP(=O)(CCCN([C@H](F)CC)S(=O)(=O)F)OCC.CN(C)P(=O)(N(C)C)N(C)C.CN(C)P(=O)(N(C)C)N(C)C
Total charge: 0
Largest force on an atom: 4.706 eV/Å
Multiplicity: 1
E: -3405.04351 hartree

Last column: Löwdin charge in e.
Positions of all 100 atoms, in Å:
C1 0.2718 0.7948 -1.9223  -0.057
C2 1.2975 1.7196 -2.5877  -0.235
O1 2.5677 1.0283 -2.7353  -0.204
P1 3.7757 1.6230 -1.8942  0.474
O2 3.5693 1.4022 -0.4484  -0.242
C3 5.1871 0.7070 -2.5197  -0.202
C4 6.5204 1.0487 -1.8467  -0.187
C5 6.6806 0.4134 -0.4509  -0.177
N1 6.4248 1.4266 0.5983  -0.158
C6 5.6521 0.9336 1.7480  -0.362
F1 5.0360 2.0189 2.3213  0.021
C7 6.4212 0.0749 2.7694  -0.168
C8 6.1798 0.4222 4.2492  -0.083
S1 7.7961 2.2864 0.9487  0.608
O3 8.9838 1.5426 0.7014  -0.239
O4 7.6970 3.5512 0.3096  -0.236
F2 7.6791 2.5333 2.4761  -0.097
O5 3.8642 3.1704 -2.2475  -0.191
C9 4.7868 3.9635 -1.4659  -0.262
C10 4.1894 5.3246 -1.1245  -0.050
H1 -0.0816 1.2425 -0.9954  0.070
H2 0.7278 -0.1676 -1.7019  0.075
H3 -0.5822 0.6201 -2.5735  0.057
H4 0.9578 1.9270 -3.6002  0.114
H5 1.3951 2.6478 -2.0328  0.106
H6 5.2609 0.9036 -3.5918  0.101
H7 4.9501 -0.3505 -2.4010  0.103
H8 7.3110 0.6482 -2.4843  0.116
H9 6.7159 2.1153 -1.7668  0.089
H10 7.6460 -0.0745 -0.3404  0.114
H11 5.9205 -0.3622 -0.3722  0.124
H12 4.8583 0.3347 1.3097  0.130
H13 7.4935 0.0599 2.5834  0.096
H14 6.0994 -0.9556 2.6170  0.111
H15 7.1404 0.4590 4.7624  0.072
H16 5.5900 -0.3325 4.7646  0.070
H17 5.7153 1.3917 4.3995  0.069
H18 5.1121 3.4631 -0.5567  0.084
H19 5.6812 4.1142 -2.0712  0.113
H20 4.6725 6.1069 -1.7079  0.071
H21 4.3911 5.5691 -0.0830  0.077
H22 3.1169 5.3564 -1.2984  0.078
C11 -5.7418 2.8538 0.7591  -0.128
N2 -4.6916 1.8763 0.6162  -0.310
C12 -4.6995 1.1544 -0.6449  -0.123
P2 -3.4944 1.4952 1.7394  0.624
O6 -2.2295 1.4831 0.9521  -0.296
N3 -3.1762 2.7979 2.8373  -0.332
C13 -3.4959 4.1634 2.4607  -0.132
C14 -1.8407 2.7152 3.4151  -0.151
N4 -4.5091 0.7192 2.8516  -0.301
C15 -4.9858 -0.6188 2.4739  -0.109
C16 -4.5264 0.9570 4.2931  -0.114
H23 -6.1304 2.8894 1.7805  0.078
H24 -6.5870 2.5966 0.1165  0.081
H25 -5.4062 3.8563 0.4749  0.074
H26 -5.5332 0.4441 -0.6772  0.082
H27 -3.7809 0.5844 -0.7676  0.052
H28 -4.7818 1.8288 -1.5038  0.084
H29 -3.0808 4.4502 1.4841  0.090
H30 -3.1018 4.8492 3.2130  0.080
H31 -4.5723 4.3286 2.4480  0.054
H32 -1.0626 3.0696 2.7301  0.082
H33 -1.5993 1.6838 3.6814  0.071
H34 -1.8020 3.3061 4.3340  0.082
H35 -6.0783 -0.6292 2.4292  0.087
H36 -4.6584 -1.3812 3.1840  0.080
H37 -4.6149 -0.9107 1.4894  0.063
H38 -4.8936 1.9560 4.5118  0.076
H39 -3.5501 0.8303 4.7654  0.074
H40 -5.2149 0.2490 4.7580  0.080
C17 -2.0097 -3.9645 -3.8100  -0.125
N5 -2.4045 -3.1621 -2.6773  -0.307
C18 -1.9793 -1.7748 -2.7478  -0.130
P3 -3.2796 -3.6747 -1.3313  0.625
O7 -4.3275 -2.6305 -1.1499  -0.297
N6 -4.2599 -5.0639 -1.6671  -0.332
C19 -4.6694 -5.3565 -3.0298  -0.130
C20 -5.3856 -5.1761 -0.7491  -0.151
N7 -2.0540 -4.6270 -0.6512  -0.302
C21 -0.9455 -3.9063 -0.0122  -0.110
C22 -2.2162 -5.9933 -0.1574  -0.112
H41 -1.7321 -4.9798 -3.5142  0.079
H42 -1.1294 -3.5321 -4.2911  0.082
H43 -2.8014 -4.0211 -4.5634  0.074
H44 -0.8979 -1.6916 -2.5935  0.065
H45 -2.4708 -1.1781 -1.9808  0.060
H46 -2.2267 -1.3277 -3.7162  0.089
H47 -5.1357 -4.4983 -3.5338  0.090
H48 -5.3862 -6.1795 -3.0245  0.081
H49 -3.8292 -5.7032 -3.6295  0.054
H50 -6.2093 -4.5016 -1.0089  0.081
H51 -5.0759 -4.9398 0.2715  0.071
H52 -5.7554 -6.2047 -0.7468  0.082
H53 -0.0006 -4.1600 -0.5008  0.086
H54 -0.8639 -4.1448 1.0500  0.081
H55 -1.0783 -2.8263 -0.0928  0.072
H56 -2.4206 -6.6747 -0.9785  0.077
H57 -3.0074 -6.0935 0.5881  0.074
H58 -1.2810 -6.3133 0.3052  0.081

3.
This record from the Open Molecules 2025 dataset describes C22H58FN6O9PS as an isolated structure in a non-equilibrium geometry. The level of theory is ωB97M-V with the def2-TZVPD basis set.

Gap between HOMO and LUMO: 9.553 eV
Total charge: 0
Largest force on an atom: 1.001 eV/Å
Multiplicity: 1
E: -2718.07861 hartree

Last column: Löwdin charge in e.
Positions of all 98 atoms, in Å:
C1 -2.4563 2.7381 1.5442  -0.054
C2 -2.8675 4.1032 1.0071  -0.232
O1 -3.7484 3.9668 -0.1272  -0.015
C3 -4.7614 4.8586 -0.1735  -0.512
O2 -4.9094 5.5689 -1.1184  0.131
C4 -5.7282 4.8420 0.9942  -0.097
C5 -7.1790 4.7702 0.4751  -0.169
C6 -8.1822 5.1880 1.5662  -0.233
N1 -8.9307 4.0499 2.1929  -0.358
P1 -10.3585 3.4864 1.2193  0.825
N2 -9.5374 2.9659 -0.1708  -0.158
O3 -10.5931 2.0604 1.9525  -0.285
S1 -9.3837 4.3506 3.7361  0.528
O4 -8.8249 5.5639 4.2187  -0.246
O5 -10.7611 4.0593 3.9212  -0.277
F1 -8.5966 3.2001 4.4531  -0.148
H1 -3.2764 2.0268 1.4479  0.080
H2 -1.5826 2.3651 1.0125  0.069
H3 -2.2172 2.8445 2.6023  0.079
H4 -3.3429 4.6724 1.8096  0.114
H5 -2.0068 4.6722 0.6575  0.098
H6 -5.5626 5.7274 1.6092  0.129
H7 -5.5186 3.9440 1.5785  0.125
H8 -7.3586 3.7565 0.1516  0.085
H9 -7.2598 5.4711 -0.3539  0.114
H10 -7.6221 5.6888 2.3495  0.095
H11 -8.9084 5.9124 1.1847  0.114
H12 -10.0331 3.2583 -1.0024  0.041
H13 -9.3591 1.9689 -0.1968  0.050
H14 -9.8281 1.4687 1.9113  0.066
C7 1.0085 -2.8537 0.1282  -0.064
C8 -0.4186 -2.5625 0.5821  -0.432
C9 -0.7840 -1.0723 0.5749  -0.215
O6 -0.2442 -0.3191 1.6432  -0.200
C10 1.0974 0.0964 1.4757  -0.108
N3 -0.6399 -3.1854 1.8899  0.040
H15 1.7369 -2.6365 0.9095  0.067
H16 1.1199 -3.9082 -0.1222  0.064
H17 1.2685 -2.2673 -0.7560  0.080
H18 -1.0943 -3.0466 -0.1300  0.134
H19 -1.8687 -0.9889 0.6854  0.120
H20 -0.5204 -0.6079 -0.3853  0.120
H21 1.3166 0.3243 0.4281  0.091
H22 1.8043 -0.6541 1.8376  0.075
H23 1.2340 1.0013 2.0677  0.086
H24 -1.6194 -3.1009 2.1451  0.070
H25 -0.1462 -2.6344 2.5869  0.069
C11 4.2285 -8.4964 -1.8717  -0.067
C12 2.8029 -8.1960 -1.4167  -0.433
C13 2.4559 -6.7010 -1.4046  -0.215
O7 3.0040 -5.9754 -0.3241  -0.198
C14 4.3580 -5.5903 -0.4832  -0.100
N4 2.5733 -8.8335 -0.1179  0.039
H26 4.9562 -8.2932 -1.0860  0.063
H27 4.3214 -9.5502 -2.1327  0.075
H28 4.4989 -7.9039 -2.7480  0.078
H29 2.1238 -8.6638 -2.1364  0.133
H30 1.3716 -6.6051 -1.2968  0.120
H31 2.7296 -6.2279 -2.3581  0.120
H32 4.5886 -5.3515 -1.5258  0.094
H33 5.0425 -6.3610 -0.1310  0.053
H34 4.5172 -4.6984 0.1239  0.091
H35 1.5942 -8.7419 0.1367  0.071
H36 3.0699 -8.2934 0.5857  0.069
C15 10.7574 -6.2895 -0.0777  -0.070
C16 9.8256 -5.9771 -1.2447  -0.435
C17 8.4899 -5.3494 -0.8259  -0.207
O8 7.5562 -6.2517 -0.2654  -0.212
C18 7.7479 -6.5518 1.1044  -0.101
N5 9.6486 -7.1890 -2.0484  0.040
H37 10.4555 -7.1952 0.4478  0.065
H38 11.7701 -6.4535 -0.4438  0.076
H39 10.7847 -5.4679 0.6407  0.078
H40 10.3269 -5.2362 -1.8749  0.134
H41 8.0056 -4.9568 -1.7242  0.122
H42 8.6493 -4.5007 -0.1468  0.121
H43 8.1255 -5.6842 1.6534  0.093
H44 8.4290 -7.3941 1.2446  0.078
H45 6.7780 -6.8318 1.5166  0.082
H46 9.1321 -6.9650 -2.8938  0.071
H47 9.0382 -7.8200 -1.5359  0.069
C19 -0.1026 6.9923 -2.5451  -0.069
C20 -1.5387 7.2696 -2.1094  -0.422
C21 -1.9526 8.7417 -2.2214  -0.205
O9 -1.4340 9.5864 -1.2119  -0.188
C22 -0.1115 10.0405 -1.4170  -0.110
N6 -1.7398 6.7375 -0.7602  0.054
H48 0.6165 7.2919 -1.7824  0.063
H49 0.0347 5.9247 -2.7152  0.075
H50 0.1405 7.5173 -3.4709  0.078
H51 -2.1997 6.7123 -2.7791  0.138
H52 -3.0384 8.7946 -2.1120  0.124
H53 -1.7053 9.1435 -3.2135  0.120
H54 0.0908 10.2119 -2.4787  0.090
H55 0.6272 9.3399 -1.0191  0.074
H56 -0.0046 10.9847 -0.8838  0.086
H57 -2.7262 6.8155 -0.5259  0.061
H58 -1.2689 7.3590 -0.1066  0.079